1.
Entry from OMol25: 4 unconnected molecules or ions with the total composition C24H31Br6INO8 in a non-equilibrium geometry (ωB97M-V/def2-TZVPD).

Maximum force in eV/Å: 7.9
HOMO-LUMO gap in eV: 6.22
M in g/mol: 1067.84
Net charge: -1

XYZ file:
```
71
Properties=species:S:1:pos:R:3:forces:R:3
I 4.453 -4.528 3.707 -0.027 0.071 -0.917
Br -3.038 0.512 -1.309 0.080 0.089 0.092
Br -0.515 2.819 4.351 0.032 0.240 0.101
Br -2.233 5.889 3.237 -0.040 -0.109 0.050
Br -3.441 2.407 1.831 -0.048 0.107 -0.031
Br 0.343 8.527 1.664 -0.066 0.071 0.085
Br -0.602 12.003 2.466 0.026 -0.019 -0.099
O 3.936 -4.117 -2.642 -1.242 -0.048 1.462
O -3.852 -4.349 0.166 5.425 1.868 -4.214
O 1.742 0.018 0.366 0.252 0.239 0.771
O 4.173 -6.051 1.113 0.641 5.484 2.650
O -1.900 -3.195 -3.475 2.149 0.452 4.580
O -1.765 -2.381 1.249 2.561 -1.383 -3.919
O 1.557 -2.833 1.925 1.077 0.228 -2.373
O -2.229 -5.333 -1.195 -0.554 4.077 0.683
N -2.125 -2.918 -1.043 0.746 -1.156 0.081
C 1.192 -1.999 -6.145 0.687 0.940 0.442
C 2.294 -1.631 2.262 0.134 1.549 0.643
C -3.742 -0.068 0.415 -0.203 -0.065 -0.157
C 2.888 -3.522 -0.273 -2.120 0.252 -1.206
C 1.430 -3.632 -2.560 -0.138 -0.243 1.211
C 4.309 -3.685 0.440 0.171 -0.287 -0.383
C -1.424 9.320 1.881 0.081 -0.235 -0.202
C -0.412 -1.950 -6.021 0.475 -0.058 -1.108
C 1.957 -2.463 -4.808 -1.013 0.304 0.624
C 0.257 -3.045 -0.274 0.600 -0.334 -2.006
C 1.391 -3.854 -4.173 0.387 0.534 1.335
C -1.476 10.711 1.297 -0.180 0.154 0.126
C -0.833 4.488 5.308 0.052 -0.325 0.119
C 1.603 -0.265 1.794 -0.241 1.186 0.910
C 0.059 -0.105 2.218 0.463 0.775 -0.475
C 4.292 -4.868 1.561 -0.772 -4.244 -3.863
C 1.585 -3.122 0.529 -0.659 -0.424 -3.884
C -1.399 -3.127 -2.329 0.239 -0.650 -0.131
C -1.248 -2.726 0.158 -0.761 0.855 1.481
C -2.756 -4.264 -0.701 -5.227 -5.161 2.983
C -4.572 1.017 1.059 0.003 -0.128 0.126
C 0.105 -3.286 -1.814 4.969 -0.275 1.839
C -2.199 5.047 4.995 -0.034 0.293 0.031
C 2.804 -3.778 -1.835 -3.699 0.749 2.070
H -2.987 4.292 5.002 0.198 0.033 -0.041
H 2.179 0.590 2.333 -0.658 -1.633 -0.549
H -2.102 8.653 1.344 0.053 0.137 0.050
H -0.080 0.996 2.551 0.147 -1.903 -0.456
H -0.560 -0.208 1.256 0.830 -0.194 1.725
H 4.773 -2.711 0.823 -0.967 -1.380 -0.333
H 0.294 -4.056 -4.422 1.617 0.418 0.169
H -2.458 5.842 5.696 0.076 -0.106 -0.050
H 3.381 -1.607 1.904 -1.542 -0.352 0.245
H -4.358 -0.942 0.190 0.144 0.027 0.076
H 5.035 -4.076 -0.378 -1.256 0.524 1.443
H 2.038 -4.763 -4.489 -1.085 1.543 0.601
H -0.995 10.787 0.322 -0.034 -0.100 0.181
H 3.102 -2.494 -4.898 -1.756 -0.064 -0.102
H -0.019 5.164 5.047 -0.204 -0.023 -0.009
H 2.337 -1.597 3.421 -0.246 -0.165 -1.966
H -0.250 -0.821 3.054 0.282 0.988 -1.375
H -0.791 -1.315 -6.911 0.506 -1.066 1.362
H -5.253 1.510 0.366 0.165 -0.090 0.048
H -0.789 -1.432 -5.067 0.711 -1.116 -1.341
H 4.080 -5.091 -2.672 -0.463 0.909 0.268
H -0.758 4.226 6.365 -0.084 0.084 -0.114
H 1.729 -1.651 -4.008 0.394 -1.274 -1.334
H -2.890 -0.378 1.018 -0.233 0.025 -0.079
H 1.582 -2.616 -7.029 -0.921 0.725 1.105
H -0.827 -3.014 -6.158 0.354 1.771 0.563
H -2.509 11.054 1.216 0.107 -0.096 0.028
H -5.142 0.615 1.899 0.117 -0.025 -0.109
H 1.533 -0.906 -6.350 -0.393 -1.785 0.278
H 1.749 0.997 0.234 -0.117 -1.262 0.354
H -1.658 9.289 2.945 0.031 0.076 -0.171
```
Forces are in eV/Å.

These are the Mulliken partial charges, in e, on atoms 1 to 8: number 1, I, carries -0.0058; number 2, Br, carries -0.1475; number 3, Br, carries 0.0205; number 4, Br, carries -0.1158; number 5, Br, carries -0.1427; number 6, Br, carries -0.1120; number 7, Br, carries -0.1460; number 8, O, carries -0.5822

2.
Entry from OMol25: 4 unconnected molecules or ions with the total composition C12H15F3O12 in a non-equilibrium geometry (ωB97M-V/def2-TZVPD).

Maximum force in eV/Å: 3.4
HOMO-LUMO gap in eV: 11.19
M in g/mol: 408.23
SMILES: O=C1OC[C@@H](F)O1.O=C1OC[C@@H](F)O1.O=C1OC[C@@H](F)O1.COC(=O)OC
Relative energy (zero: lowest compared OMol25 entry of this formula, charge and spin) in eV: 0.808

XYZ file:
```
42
Properties=species:S:1:pos:R:3:forces:R:3
F -13.120 26.328 -10.414 -0.400 0.303 0.859
F -19.145 18.998 -14.886 0.680 0.561 -0.752
F -17.990 22.901 -12.078 0.778 -0.142 -0.414
O -22.041 26.762 -11.571 -0.654 0.231 -0.238
O -21.353 27.499 -13.427 1.391 1.790 -1.659
O -20.829 21.669 -12.064 1.180 -0.371 -1.292
O -18.991 26.113 -12.538 -0.300 0.212 -0.310
O -16.940 26.985 -13.059 -0.901 -0.061 -0.245
O -22.093 25.396 -13.421 -0.298 -0.050 0.432
O -11.561 26.345 -12.638 0.136 -0.359 -0.742
O -13.438 27.390 -12.379 -0.781 1.923 0.449
O -17.143 25.035 -12.104 2.221 -1.971 0.785
O -20.740 19.489 -12.112 -0.593 -0.721 -0.365
O -19.153 20.565 -13.215 0.395 0.067 -0.633
O -11.606 28.595 -13.110 -1.561 -2.626 1.147
C -21.863 26.447 -12.875 -0.549 -1.045 0.610
C -20.064 18.486 -12.836 -0.345 -0.627 0.788
C -20.306 20.674 -12.496 -0.766 1.648 2.001
C -18.940 19.231 -13.573 -1.901 -1.827 1.435
C -21.117 27.556 -14.871 -1.694 -0.541 -0.262
C -17.659 26.125 -12.651 0.396 1.497 -0.019
C -13.602 26.198 -11.673 0.636 -0.446 -1.361
C -18.067 24.159 -11.595 -3.271 0.933 0.048
C -22.796 25.929 -10.660 1.812 -1.231 -0.918
C -12.146 27.569 -12.730 1.363 1.014 -1.028
C -19.397 24.834 -12.091 0.465 -1.965 0.587
C -12.590 25.347 -12.424 0.288 -0.339 0.569
H -23.428 25.187 -11.149 -0.683 0.778 -0.294
H -12.153 24.534 -11.849 -0.009 0.250 0.277
H -20.281 28.176 -15.181 0.113 0.060 0.840
H -22.037 25.247 -10.268 -0.078 0.221 0.827
H -23.218 26.576 -9.899 -0.202 -0.152 -0.203
H -18.120 24.082 -10.508 0.939 0.086 0.038
H -14.666 25.972 -11.700 0.137 -0.252 0.168
H -19.704 17.774 -12.093 0.203 -0.060 -0.180
H -20.763 17.967 -13.491 0.142 0.163 -0.244
H -19.823 24.208 -12.875 0.048 0.321 -0.266
H -22.045 27.952 -15.287 0.118 0.528 0.034
H -20.108 24.803 -11.268 -0.081 0.844 -0.128
H -21.080 26.603 -15.398 0.499 -0.427 0.788
H -18.063 18.713 -13.184 0.990 1.207 -0.750
H -12.996 24.884 -13.324 0.136 0.578 -0.383
```
Forces are in eV/Å.

These are the natural (NBO) partial charges, in e, on atoms 1 to 8: number 1, F, carries -0.3401; number 2, F, carries -0.3273; number 3, F, carries -0.3290; number 4, O, carries -0.5194; number 5, O, carries -0.4859; number 6, O, carries -0.5748; number 7, O, carries -0.4756; number 8, O, carries -0.5661

3.
Entry from OMol25: C4H10N2 in the gas phase in a non-equilibrium geometry (ωB97M-V/def2-TZVPD).

Maximum force in eV/Å: 1.8
HOMO-LUMO gap in eV: 8.44
M in g/mol: 86.14
SMILES: CC/C(N)=C/N
Relative energy (zero: lowest compared OMol25 entry of this formula, charge and spin) in eV: 0.906

XYZ file:
```
16
Properties=species:S:1:pos:R:3:forces:R:3
N 0.302 1.174 0.781 -0.261 -0.110 -0.817
N 2.383 -0.575 0.056 -0.141 0.214 0.355
C 1.073 -0.699 -0.458 1.167 -0.552 -0.731
C -2.398 0.041 0.268 -0.023 -0.648 -0.359
C -1.275 -0.074 -0.774 0.419 1.224 1.218
C 0.104 0.147 -0.184 -0.804 -0.070 0.714
H -1.269 -1.093 -1.138 -0.223 0.111 -0.755
H -2.541 1.024 0.710 0.230 0.096 0.020
H -1.428 0.727 -1.500 -0.190 -0.458 -0.594
H 2.400 -0.568 1.067 0.277 0.027 -0.071
H 3.052 -1.229 -0.309 -0.081 -0.193 0.034
H -0.547 1.706 0.898 0.091 0.056 0.341
H -2.214 -0.698 1.051 -0.196 0.151 0.133
H 0.613 0.788 1.656 0.013 0.218 0.309
H -3.335 -0.203 -0.232 -0.132 -0.074 0.138
H 0.932 -1.480 -1.197 -0.147 0.008 0.066
```
Forces are in eV/Å.

These are the natural (NBO) partial charges, in e, on atoms 1 to 8: number 1, N, carries -0.8264; number 2, N, carries -0.8318; number 3, C, carries -0.0872; number 4, C, carries -0.6061; number 5, C, carries -0.4259; number 6, C, carries 0.1079; number 7, H, carries 0.2185; number 8, H, carries 0.1950

4.
Entry from OMol25: 4 unconnected molecules or ions with the total composition C3H15NO4 in a non-equilibrium geometry (ωB97M-V/def2-TZVPD).

Maximum force in eV/Å: 5.1
HOMO-LUMO gap in eV: 9.34
M in g/mol: 129.16
SMILES: NCCCO.O.O.O
Relative energy (zero: lowest compared OMol25 entry of this formula, charge and spin) in eV: 2.077

XYZ file:
```
23
Properties=species:S:1:pos:R:3:forces:R:3
O -1.466 1.636 -1.716 -2.073 2.535 0.650
O 2.326 -0.984 -0.299 -3.232 -0.505 0.713
O 0.529 -0.040 -2.163 1.352 -1.066 0.871
O 0.935 -2.961 -0.817 0.888 -1.350 -4.794
N 0.256 0.096 2.513 0.246 -1.263 0.645
C -1.744 1.701 -0.306 0.397 1.915 -1.894
C -0.540 1.293 0.572 0.800 0.776 -0.841
C -0.866 0.241 1.592 -1.416 -0.469 0.711
H 1.129 -0.453 -1.451 -0.868 0.573 -1.132
H -2.055 2.799 -0.316 0.875 -1.094 1.077
H -0.206 2.184 1.113 -0.033 -0.132 0.125
H 0.958 0.811 -2.285 -0.019 0.194 -0.231
H 0.118 -2.869 -0.437 -3.168 0.423 2.431
H -1.733 0.623 2.157 0.120 -0.265 -0.085
H 0.577 -3.010 -1.791 1.727 0.178 2.292
H 3.212 -0.807 -0.382 3.254 0.341 -0.248
H 2.101 -1.946 -0.311 0.480 0.833 -0.233
H 0.063 -0.373 3.478 0.455 0.730 -2.896
H -1.227 -0.723 1.095 0.479 0.903 0.467
H -0.993 0.914 -2.020 1.380 -2.653 -0.141
H 0.383 1.006 -0.045 -1.592 0.287 0.674
H 0.941 -0.384 1.896 0.031 0.120 1.586
H -2.697 1.246 -0.076 -0.083 -1.009 0.255
```
Forces are in eV/Å.

These are the natural (NBO) partial charges, in e, on atoms 1 to 8: number 1, O, carries -0.7599; number 2, O, carries -0.9855; number 3, O, carries -0.9968; number 4, O, carries -0.9357; number 5, N, carries -0.8641; number 6, C, carries -0.0672; number 7, C, carries -0.4550; number 8, C, carries -0.2068

- Number 3 is which compound?
  C4H10N2